1.
C19H32AsF4MnN3O | ωB97M-V/def2-TZVPD

Last column: natural (NBO) charge in e.
CARTESIAN COORDINATES (ANGSTROEM)
1 Mn 0.68697 -0.12579 0.23841  1.359
2 C 2.03205 -2.55083 -0.86540  -0.414
3 N 1.02996 -2.21331 0.12647  -0.512
4 C -0.27490 -2.88259 -0.19566  -0.426
5 C 1.42917 -2.51329 1.51893  -0.217
6 C 0.41602 -1.96233 2.49216  -0.231
7 N 0.29765 -0.50950 2.17817  -0.829
8 C -0.85394 -0.02931 2.86433  0.044
9 C -2.14583 -0.28318 2.49208  0.322
10 F -2.37489 -1.14011 1.48647  -0.325
11 C -3.21899 0.30667 3.17496  0.347
12 F -4.47589 0.09458 2.73177  -0.299
13 C -2.96498 1.13329 4.23118  -0.346
14 C -1.69058 1.35369 4.62924  0.349
15 F -1.41222 2.17072 5.62490  -0.291
16 C -0.61309 0.79138 3.96155  0.306
17 F 0.68082 0.96824 4.29359  -0.300
18 H 2.08099 -3.62531 -1.08354  0.208
19 H 2.99699 -2.15689 -0.58530  0.227
20 H 1.79502 -2.07012 -1.85802  0.199
21 H -0.11245 -3.93510 -0.23880  0.207
22 H -0.65181 -2.52090 -1.14623  0.208
23 H -1.03663 -2.60279 0.48493  0.232
24 H 2.40903 -2.09383 1.66372  0.210
25 H 1.57826 -3.58300 1.58689  0.202
26 H 0.87502 -2.17828 3.46414  0.210
27 H -0.46410 -2.51274 2.37217  0.183
28 H -3.73870 1.69956 4.74390  0.264
29 N 4.10147 1.78824 1.39317  -0.773
30 C 2.84294 1.46301 1.08117  0.714
31 O 2.71482 0.44379 0.43145  -0.719
32 C 1.66926 2.25040 1.54108  -0.548
33 C 0.47563 1.91420 0.73743  -0.656
34 H 4.90283 1.16864 1.21109  0.426
35 H 4.31747 2.67036 1.89066  0.411
36 H 2.00225 3.29775 1.41436  0.234
37 H 1.50952 2.18868 2.64454  0.288
38 H 0.54553 2.45863 -0.24240  0.192
39 H -0.50774 2.03454 1.26734  0.231
40 C -1.34558 -0.73099 -4.52745  -0.630
41 C -0.86228 -0.96026 -3.09567  -0.743
42 As -0.39471 0.54311 -2.02914  0.904
43 C 0.66751 1.58396 -3.25849  -0.710
44 C 1.88005 0.76600 -3.81602  -0.616
45 C -2.10348 1.47963 -1.90395  -0.649
46 C -2.69612 1.08011 -0.58562  -0.632
47 H -1.73339 -1.66864 -4.92587  0.233
48 H -0.61094 -0.44866 -5.30179  0.224
49 H -2.19252 -0.04032 -4.55303  0.213
50 H 0.03718 -1.64363 -3.04664  0.228
51 H -1.69665 -1.44416 -2.54285  0.237
52 H 1.00521 2.52381 -2.75422  0.239
53 H -0.06928 1.88271 -4.01387  0.232
54 H 2.39087 1.43384 -4.50730  0.237
55 H 1.65854 -0.19226 -4.30379  0.216
56 H 2.52565 0.54990 -2.94967  0.205
57 H -2.72378 1.26997 -2.74248  0.233
58 H -1.82977 2.44015 -1.98480  0.218
59 H -2.78274 0.03507 -0.54588  0.214
60 H -3.76594 1.26597 -0.62786  0.237
61 H -2.21072 1.56757 0.25950  0.219

Summary:
highest occupied orbital energy (spin up / spin down): -10.933 / -11.363 eV
multiplicity: 5
charge: +1
ΔE to the lowest compared entry with this formula, charge and spin: 0.239 eV

---

2.
C19H32BN2O9PS | ωB97M-V/def2-TZVPD

Last column: natural (NBO) charge in e.
CARTESIAN COORDINATES (ANGSTROEM)
1 C -0.22588 1.97175 -0.49945  -0.280
2 O -1.01811 1.29352 -1.56701  -0.754
3 B -1.13265 -0.17221 -1.24274  1.206
4 O -2.35904 -0.97724 -1.51716  -0.916
5 C 0.23743 -0.82612 -0.53127  -0.347
6 C 0.15701 -1.16675 1.07014  -0.176
7 C 1.54004 -1.76674 1.77061  -0.363
8 P 1.46678 -2.12554 3.65243  1.394
9 O -0.05121 -2.26807 4.08684  -1.069
10 C 2.89440 -1.99713 0.81879  -0.205
11 C 2.87179 -1.62019 -0.77703  0.104
12 N 3.91583 -1.71109 -1.86804  -0.555
13 S 3.24080 -1.09936 -3.37178  0.789
14 N 1.56295 -0.64833 -2.99506  -0.547
15 C 1.53537 -1.02062 -1.51339  0.124
16 H -0.54912 1.62091 0.59376  0.200
17 H -0.48587 3.12695 -0.57510  0.195
18 H 0.93267 1.88145 -0.64764  0.196
19 H -3.18368 -0.37796 -1.50482  0.512
20 H -0.81952 -1.00238 1.73105  0.298
21 H 2.11560 -3.39516 3.86525  -0.037
22 H 2.08140 -1.01174 4.34080  -0.021
23 H 3.87408 -2.43460 1.28619  0.246
24 C 4.06745 2.04797 7.06208  -0.637
25 C 4.54452 2.31400 5.64793  -0.068
26 O 3.57739 1.85673 4.68540  -0.512
27 C 2.53071 2.58868 4.24373  0.797
28 C 2.14682 3.82818 4.99760  -0.745
29 O 1.85766 2.20114 3.29042  -0.576
30 H 3.15031 2.59869 7.28746  0.209
31 H 4.83272 2.33790 7.78804  0.221
32 H 3.84017 0.98519 7.19495  0.220
33 H 4.80336 3.36325 5.48151  0.179
34 H 5.45826 1.73841 5.46479  0.200
35 H 1.41844 3.57121 5.76862  0.247
36 H 1.69156 4.53469 4.29402  0.250
37 H 2.99357 4.34866 5.44192  0.217
38 C 0.28842 -1.57827 -7.49782  -0.637
39 C 0.42827 -2.88761 -8.24896  -0.067
40 O 1.81292 -3.25399 -8.38844  -0.509
41 C 2.51762 -3.95036 -7.46932  0.795
42 C 1.95163 -4.10120 -6.08767  -0.744
43 O 3.63708 -4.38191 -7.73866  -0.578
44 H 0.67243 -1.65703 -6.47725  0.213
45 H -0.76047 -1.27118 -7.45039  0.220
46 H 0.86438 -0.79007 -7.99362  0.219
47 H -0.15177 -3.69649 -7.79630  0.177
48 H 0.03882 -2.76025 -9.26477  0.197
49 H 2.29148 -3.27158 -5.46534  0.244
50 H 2.31896 -5.04282 -5.66356  0.248
51 H 0.86497 -4.16431 -6.06560  0.218
52 C -6.78755 2.92360 1.07086  -0.637
53 C -6.64769 1.61425 0.31972  -0.067
54 O -5.26305 1.24787 0.18024  -0.511
55 C -4.55835 0.55150 1.09937  0.807
56 C -5.12433 0.40067 2.48102  -0.747
57 O -3.43888 0.11995 0.83002  -0.593
58 H -6.40354 2.84483 2.09143  0.209
59 H -7.83644 3.23068 1.11829  0.221
60 H -6.21158 3.71180 0.57507  0.223
61 H -7.22774 0.80538 0.77238  0.179
62 H -7.03714 1.74161 -0.69609  0.201
63 H -4.78449 1.23029 3.10334  0.249
64 H -4.75700 -0.54096 2.90512  0.256
65 H -6.21099 0.33755 2.50308  0.218

Summary:
structure (SMILES): COB(O)c1cc([PH2]=O)cc2nsnc12.CCOC(C)=O.CCOC(C)=O.CCOC(C)=O
highest occupied orbital energy: -8.314 eV

---

3.
C19H32Cl36IO3PSi2 | ωB97M-V/def2-TZVPD

Last column: Löwdin charge in e.
CARTESIAN COORDINATES (ANGSTROEM)
1 C -3.24444 -4.00766 -0.06249  -0.319
2 C -3.10517 -2.47824 0.20618  -0.217
3 O -4.17849 -1.73402 -0.35761  -0.160
4 C -3.86590 -1.21049 -1.63589  -0.215
5 C -4.06082 0.33528 -1.73611  -0.160
6 C -4.35312 1.02437 -0.38031  -0.192
7 C -3.21260 0.89689 0.68331  -0.262
8 C -2.66213 2.28676 1.15817  -0.296
9 Si -0.96494 2.02022 2.03884  0.565
10 O 0.36990 2.40754 0.99125  -0.474
11 Si 0.98613 0.96286 0.32269  -0.042
12 I 3.03544 0.16530 1.50226  0.444
13 P 1.67322 1.43463 -1.75549  0.476
14 O 2.33727 2.81310 -1.79663  -0.547
15 H -2.28960 -4.43146 -0.40916  0.109
16 H -4.00105 -4.23768 -0.83425  -0.052
17 H -3.53343 -4.50782 0.87566  -0.092
18 H -3.16545 -2.30345 1.29919  0.133
19 H -2.10916 -2.09817 -0.09513  0.114
20 H -4.55800 -1.69196 -2.36095  0.122
21 H -2.85054 -1.47570 -1.99594  0.119
22 H -3.21694 0.77619 -2.29680  0.107
23 H -4.95371 0.49704 -2.37531  0.107
24 H -4.46924 2.10771 -0.59378  0.061
25 H -5.32896 0.70849 0.02826  0.116
26 H -3.66442 0.42839 1.58332  0.112
27 H -2.39408 0.21110 0.39402  0.063
28 H -2.57233 2.96747 0.29356  0.035
29 H -3.31332 2.76527 1.91504  0.070
30 H -0.85211 0.57906 2.33418  -0.044
31 H -0.84829 2.81242 3.27352  -0.024
32 H -0.00093 -0.13176 0.34196  -0.053
33 H 2.50871 0.39759 -2.24898  -0.073
34 H 0.49621 1.43935 -2.57604  -0.020
35 C 2.88152 -5.16660 -1.48177  -1.533
36 Cl 1.52964 -6.29144 -1.62405  0.510
37 Cl 2.33167 -3.50700 -1.76055  0.494
38 Cl 3.63507 -5.32271 0.10679  0.516
39 H 3.61821 -5.40951 -2.23788  0.016
40 C -0.70635 -8.98013 2.27006  -1.539
41 Cl 0.01238 -8.24530 3.70736  0.520
42 Cl -2.46691 -8.85251 2.34305  0.511
43 Cl -0.08369 -8.21824 0.79770  0.494
44 H -0.43031 -10.02729 2.24680  0.013
45 C 4.18390 6.05520 -1.97603  -1.536
46 Cl 5.86282 6.33982 -2.45283  0.519
47 Cl 3.91340 6.57284 -0.30895  0.526
48 Cl 3.08156 6.89009 -3.07314  0.513
49 H 3.98598 4.98916 -2.03584  -0.005
50 C 5.88885 9.06318 1.73348  -1.560
51 Cl 5.60435 10.74773 1.28228  0.519
52 Cl 7.40888 8.90400 2.62077  0.519
53 Cl 4.54077 8.43788 2.68911  0.504
54 H 5.96128 8.47535 0.82538  -0.020
55 C 0.93823 -1.55092 4.75383  -1.538
56 Cl -0.79198 -1.19889 4.84182  0.517
57 Cl 1.44159 -2.47701 6.17058  0.504
58 Cl 1.33491 -2.42934 3.27121  0.455
59 H 1.48298 -0.61277 4.75084  0.007
60 C 4.24250 -1.83096 9.02196  -1.542
61 Cl 3.12967 -3.20435 8.99259  0.501
62 Cl 5.63919 -2.13944 7.98508  0.522
63 Cl 3.41911 -0.34612 8.53221  0.512
64 H 4.59533 -1.70285 10.03791  0.011
65 C -3.29840 5.93772 -0.79040  -1.555
66 Cl -1.93407 5.36404 -1.75089  0.522
67 Cl -4.73033 4.94139 -1.07830  0.546
68 Cl -2.89306 5.95917 0.93083  0.543
69 H -3.52170 6.94879 -1.09896  -0.070
70 C 2.30126 -0.33164 -5.40464  -1.533
71 Cl 2.99604 1.13294 -4.70276  0.554
72 Cl 3.57231 -1.41703 -5.97732  0.541
73 Cl 1.31848 -1.15829 -4.18155  0.486
74 H 1.68599 -0.05819 -6.24760  -0.065
75 C -4.86486 -4.72693 1.24989  -1.494
76 Cl -6.52204 -4.24270 1.63048  0.559
77 Cl -4.20742 -5.75437 2.52234  0.617
78 Cl -4.79964 -5.55012 -0.31373  0.729
79 H -4.25273 -3.83352 1.19247  -0.024
80 C -1.09061 8.79496 -3.47124  -1.537
81 Cl -2.41515 8.82811 -2.30308  0.560
82 Cl -1.52270 7.82652 -4.88591  0.520
83 Cl -0.64297 10.43384 -3.95165  0.534
84 H -0.23372 8.33407 -2.99330  0.005
85 C 5.32523 -8.37728 2.61814  -1.546
86 Cl 6.72262 -8.41359 1.53719  0.520
87 Cl 5.02407 -6.73416 3.19232  0.511
88 Cl 3.89363 -9.02342 1.80773  0.507
89 H 5.54226 -9.00244 3.47559  0.012
90 C -1.09968 1.19085 -7.78069  -1.522
91 Cl 0.23877 0.84570 -8.88203  0.538
92 Cl -2.38526 -0.00490 -7.96713  0.534
93 Cl -0.52653 1.23414 -6.10867  0.547
94 H -1.50213 2.16585 -8.02741  0.015

Summary:
highest occupied orbital energy: -9.129 eV

---

4.
C19H32ClF3GaI2Mg3N2O16S3 | ωB97M-V/def2-TZVPD

Last column: Löwdin charge in e.
CARTESIAN COORDINATES (ANGSTROEM)
1 C 3.15406 0.57707 -1.66156  -0.093
2 C 2.84747 -0.85730 -2.11440  -0.461
3 O 1.57889 -1.13210 -2.48726  -0.222
4 Ga 0.46425 -1.52965 -1.02606  -0.223
5 Cl 0.47122 -3.71386 -0.69431  0.182
6 I 1.37638 -0.56158 1.27386  0.519
7 C -1.34592 -0.76080 -1.32843  -0.249
8 C -1.38128 0.79094 -1.24960  -0.373
9 C -1.64695 1.43565 -2.60886  -0.628
10 I 0.10419 2.13425 -3.62560  0.818
11 H 2.20440 1.09653 -1.56741  0.023
12 H 3.80492 1.07567 -2.36995  0.093
13 H 3.58619 0.60390 -0.66134  0.012
14 H 3.51484 -1.06125 -2.95692  0.133
15 H 3.13500 -1.62454 -1.28035  -0.053
16 H -1.60816 -1.03803 -2.34596  0.037
17 H -2.03012 -1.21186 -0.61870  0.061
18 H -0.45074 1.19858 -0.85589  0.041
19 H -2.21667 1.06334 -0.60662  0.105
20 H -2.26440 2.31938 -2.50727  0.037
21 H -2.12517 0.75806 -3.30589  0.033
22 Mg 3.82157 -2.30891 0.30870  1.059
23 C 2.99558 3.74646 3.48782  -0.244
24 C 3.70541 3.01052 4.60494  -0.291
25 O 4.40526 1.94575 3.92330  -0.458
26 S 4.87227 2.46554 2.42090  0.596
27 O 6.21490 2.87186 2.49886  -0.154
28 O 4.40564 1.50294 1.49854  -0.261
29 O 3.92370 3.75226 2.39220  -0.150
30 H 2.09143 3.21977 3.16587  0.136
31 H 2.74064 4.77047 3.77733  -0.039
32 H 2.98853 2.60017 5.33675  0.011
33 H 4.43239 3.63856 5.12230  0.139
34 C 7.51210 1.80596 -0.20087  -0.914
35 O 7.67548 0.67896 0.24732  0.196
36 O 6.40735 2.31105 -0.52355  0.256
37 O 8.40448 2.65919 -0.41736  0.321
38 C 1.15917 -6.95250 -2.58088  -0.294
39 S 0.34700 -8.12008 -1.48162  0.788
40 O 1.34278 -9.16833 -1.14979  -0.552
41 C -0.75550 -8.80332 -2.72212  -0.268
42 H 1.92883 -6.43486 -2.01255  0.028
43 H 1.61315 -7.48917 -3.41414  0.058
44 H 0.42913 -6.22923 -2.94474  0.044
45 H -0.16895 -9.21335 -3.54400  0.059
46 H -1.42527 -8.02170 -3.08065  0.055
47 H -1.33458 -9.59420 -2.25102  0.052
48 Mg 1.37300 5.37843 5.02491  1.087
49 C -4.08699 -2.80046 -4.07108  -0.676
50 O -3.80492 -2.81215 -2.88394  0.019
51 N -3.17785 -2.45944 -5.03950  0.153
52 N -5.32734 -3.12532 -4.53123  0.172
53 H -3.39151 -2.44740 -6.01869  0.095
54 H -2.25241 -2.21952 -4.73991  0.091
55 H -6.01423 -3.38893 -3.84960  0.111
56 H -5.58209 -3.13143 -5.50269  0.051
57 C -7.23589 -3.14145 -7.49605  -0.275
58 O -6.75256 -4.24148 -6.95755  -0.065
59 H -7.96646 -3.33803 -8.32626  0.126
60 H -7.89351 -2.55045 -6.79890  0.129
61 H -6.50570 -2.42410 -7.90732  0.078
62 Mg 3.94698 0.51126 5.56335  0.868
63 C -3.22318 0.66924 5.21057  0.041
64 C -2.09341 1.23695 5.62434  0.018
65 C -0.79868 0.52764 5.52397  -0.390
66 O 0.23659 1.05116 5.90333  0.015
67 C -0.79798 -0.83639 4.94756  -0.004
68 C -1.92335 -1.41009 4.53153  0.036
69 C -3.22956 -0.70084 4.62927  -0.373
70 O -4.25168 -1.21858 4.24991  0.140
71 H -4.18212 1.16735 5.27395  0.131
72 H -2.06677 2.23205 6.05000  0.122
73 H 0.16286 -1.33284 4.88596  0.108
74 H -1.94875 -2.40568 4.10672  0.129
75 C 0.00969 9.75351 2.36178  -0.679
76 F -0.61588 9.23770 1.29608  0.122
77 F 1.32908 9.54533 2.19995  0.107
78 F -0.20297 11.06647 2.37357  0.141
79 S -0.58672 8.98126 3.91803  0.434
80 O -0.25640 7.56114 3.70281  -0.437
81 O -1.99239 9.25262 3.93413  -0.279
82 O 0.19822 9.60623 4.94799  -0.311

Summary:
highest occupied orbital energy: -8.921 eV
charge: +1

---

Number 1: DFT total energy -129761.8026 eV. Number 2: DFT total energy -62421.6757 eV. Number 3: DFT total energy -510311.0115 eV. Number 4: DFT total energy -194031.7622 eV.